Record 1
Molecular formula: C14H10BCl2N2O8
Method: DFT, ωB97M-V/def2-TZVPD

Cartesian coordinates (Å):
N (2.88, -0.05, 2.20)
C (1.95, 0.59, 1.87)
C (0.70, 1.19, 1.40)
C (-0.29, 1.30, 2.48)
C (-0.34, 0.33, 3.47)
N (-0.41, -0.44, 4.36)
C (-1.34, 2.32, 2.47)
O (-2.32, 2.17, 3.19)
C (-1.12, 3.49, 1.58)
Cl (-2.30, 4.70, 1.68)
C (0.02, 3.62, 0.83)
Cl (0.22, 4.94, -0.23)
C (1.02, 2.53, 0.68)
O (1.98, 2.57, -0.06)
C (3.10, -1.07, -3.23)
C (2.40, -1.08, -1.90)
O (1.06, -0.76, -2.10)
B (0.07, -1.25, -1.31)
H (0.32, 0.48, 0.69)
O (-1.20, -0.81, -1.51)
C (-1.91, 0.37, -1.46)
C (-3.13, 0.22, -2.31)
O (-1.58, 1.33, -0.78)
O (0.33, -2.20, -0.36)
C (-0.43, -2.45, 0.77)
C (-0.28, -3.87, 1.20)
O (-1.08, -1.58, 1.34)
O (2.88, -1.29, -0.82)
H (2.38, -1.03, -4.06)
H (3.80, -0.23, -3.25)
H (3.72, -1.97, -3.27)
H (-3.66, -0.71, -2.04)
H (-3.78, 1.08, -2.15)
H (-2.84, 0.22, -3.37)
H (0.52, -4.39, 0.65)
H (-0.09, -3.90, 2.28)
H (-1.24, -4.38, 1.08)

Computed properties:
LUMO	2.03	eV
HOMO level	-3.64	eV
total charge	-1

Record 2
Molecular formula: C14H10BrN3O
Method: DFT, ωB97M-V/def2-TZVPD

Cartesian coordinates (Å):
O (-0.72, 2.32, 0.00)
C (-0.39, 1.15, 0.00)
N (-1.24, 0.08, 0.01)
C (-2.63, 0.07, 0.00)
C (-3.27, -1.18, 0.01)
C (-4.65, -1.26, 0.01)
C (-5.39, -0.09, 0.00)
Br (-7.29, -0.20, 0.00)
C (-4.78, 1.15, 0.00)
C (-3.40, 1.23, 0.00)
C (1.02, 0.72, 0.00)
C (2.15, 1.53, 0.00)
C (3.23, 0.65, 0.00)
C (4.63, 0.77, -0.01)
C (5.39, -0.36, -0.01)
C (4.78, -1.63, -0.01)
C (3.42, -1.74, 0.00)
N (2.67, -0.62, 0.00)
N (1.35, -0.58, 0.00)
H (-0.77, -0.82, 0.01)
H (-2.68, -2.08, 0.01)
H (-5.14, -2.22, 0.01)
H (-5.37, 2.05, -0.01)
H (-2.91, 2.19, 0.00)
H (2.17, 2.60, 0.00)
H (5.06, 1.76, -0.01)
H (6.47, -0.29, -0.01)
H (5.39, -2.52, -0.01)
H (2.89, -2.68, 0.00)

Computed properties:
SMILES	O=C(Nc1ccc(Br)cc1)c1cc2ccccn2n1
LUMO	0.21	eV
HOMO level	-8.29	eV

Record 3
Molecular formula: C14H10BrN4O3
Method: DFT, ωB97M-V/def2-TZVPD

Cartesian coordinates (Å):
O (-3.99, -0.42, 1.73)
N (-3.81, 0.77, 1.60)
O (-4.38, 1.65, 2.19)
C (-2.79, 1.17, 0.63)
C (-2.50, 2.52, 0.45)
C (-1.53, 2.89, -0.46)
C (-0.84, 1.92, -1.19)
O (0.13, 2.19, -2.08)
C (-1.16, 0.57, -0.99)
N (-0.42, -0.43, -1.76)
C (0.29, -1.42, -0.91)
N (-0.29, -2.58, -0.89)
C (0.25, -3.53, -0.11)
N (1.30, -3.37, 0.64)
C (1.92, -2.19, 0.63)
C (3.07, -1.99, 1.43)
C (3.70, -0.78, 1.43)
C (3.22, 0.28, 0.63)
Br (4.13, 1.95, 0.66)
C (2.12, 0.14, -0.16)
C (1.44, -1.10, -0.17)
C (-2.13, 0.18, -0.08)
H (-3.04, 3.25, 1.02)
H (-1.30, 3.93, -0.61)
H (0.27, 3.14, -2.19)
H (0.24, 0.08, -2.37)
H (-1.06, -1.00, -2.34)
H (-0.24, -4.49, -0.10)
H (3.42, -2.81, 2.03)
H (4.58, -0.62, 2.04)
H (1.79, 0.96, -0.77)
H (-2.38, -0.85, 0.08)

Computed properties:
SMILES	O=[N+]([O-])c1ccc(O)c([NH2+]c2ncnc3ccc(Br)cc23)c1
LUMO	-4.20	eV
HOMO level	-12.56	eV
total charge	+1

Record 4
Molecular formula: C14H10Cl2N8S2
Method: DFT, ωB97M-V/def2-TZVPD

Cartesian coordinates (Å):
C (-1.22, 3.97, -5.37)
C (-0.97, 3.55, -3.93)
C (-1.45, 2.14, -3.63)
N (-2.26, 1.40, -4.35)
N (-2.42, 0.17, -3.69)
C (-1.75, 0.21, -2.59)
S (-1.57, -0.95, -1.30)
C (-0.31, -0.17, -0.25)
C (0.15, -0.85, 0.88)
Cl (-0.44, -2.45, 1.26)
C (1.11, -0.30, 1.72)
N (1.45, -1.02, 2.76)
N (2.46, -0.63, 3.62)
C (2.91, -1.28, 4.75)
C (2.42, -2.56, 5.35)
C (1.03, -2.27, 5.98)
N (3.86, -0.57, 5.30)
N (4.09, 0.52, 4.53)
C (3.23, 0.52, 3.56)
S (2.96, 1.74, 2.33)
C (1.68, 0.96, 1.38)
C (1.15, 1.70, 0.31)
Cl (1.74, 3.35, -0.02)
C (0.19, 1.14, -0.53)
N (-0.22, 1.87, -1.55)
N (-1.12, 1.43, -2.47)
H (-2.22, 3.71, -5.69)
H (-1.07, 5.05, -5.47)
H (-0.53, 3.48, -6.04)
H (-1.49, 4.28, -3.29)
H (0.11, 3.69, -3.63)
H (3.13, -2.89, 6.13)
H (2.33, -3.30, 4.57)
H (1.05, -1.37, 6.59)
H (0.32, -2.07, 5.20)
H (0.71, -3.12, 6.60)

Computed properties:
SMILES	CCc1nnc2sc3c(Cl)c4nn5c(CC)nnc5sc4c(Cl)c3nn12
LUMO	-2.53	eV
HOMO level	-8.55	eV

Record 5
Molecular formula: C14H10ClN7O2
Method: DFT, ωB97M-V/def2-TZVPD

Cartesian coordinates (Å):
C (-1.15, -0.47, -4.65)
N (-0.62, -1.49, -3.79)
C (-0.10, -2.74, -4.04)
N (-0.11, -3.46, -5.21)
O (-0.13, -4.71, -5.18)
O (0.03, -2.85, -6.31)
C (0.39, -3.16, -2.84)
N (0.20, -2.17, -1.76)
C (-0.45, -1.19, -2.38)
C (-0.93, 0.04, -1.58)
N (-1.69, 1.10, -2.09)
C (-2.01, 2.12, -1.38)
C (-1.57, 2.28, -0.08)
C (-0.79, 1.29, 0.44)
N (-0.45, 1.56, 1.77)
N (0.52, 0.85, 2.17)
C (0.90, 0.95, 3.53)
C (2.13, 0.41, 3.81)
C (2.66, 0.50, 5.16)
C (1.97, 1.26, 6.14)
Cl (2.71, 1.19, 7.83)
C (0.77, 1.88, 5.83)
C (0.15, 1.60, 4.55)
N (-0.44, 0.20, -0.33)
H (-2.08, -0.17, -4.27)
H (-1.44, -0.85, -5.64)
H (-0.32, 0.24, -4.88)
H (0.70, -4.24, -2.70)
H (-2.77, 2.76, -1.94)
H (-1.75, 3.12, 0.61)
H (2.64, -0.09, 2.93)
H (3.53, -0.14, 5.44)
H (0.33, 2.38, 6.58)
H (-0.83, 1.99, 4.26)

Computed properties:
SMILES	Cn1c([N+](=O)[O-])cnc1-c1nccc(/N=N/c2ccc(Cl)cc2)n1
LUMO	-1.37	eV
HOMO level	-9.34	eV

Record 6
Molecular formula: C14H10ClN8RhS
Method: DFT, ωB97M-V/def2-TZVPD

Cartesian coordinates (Å):
Rh (-0.34, 1.16, -1.58)
S (5.05, 0.10, 3.54)
N (5.14, 0.16, 1.95)
C (3.91, 0.26, 1.49)
C (3.53, 0.32, 0.10)
C (4.43, 0.25, -0.97)
C (3.95, 0.30, -2.26)
C (2.58, 0.43, -2.46)
N (1.72, 0.49, -1.45)
C (2.16, 0.44, -0.18)
C (1.17, 0.50, 0.88)
N (-0.12, 0.66, 0.52)
C (-1.08, 0.68, 1.44)
C (-0.80, 0.51, 2.79)
C (0.51, 0.38, 3.19)
C (1.53, 0.38, 2.23)
C (2.93, 0.27, 2.53)
N (3.46, 0.18, 3.73)
H (5.49, 0.15, -0.76)
H (4.61, 0.24, -3.11)
H (2.16, 0.46, -3.46)
H (-2.09, 0.83, 1.08)
H (-1.61, 0.51, 3.51)
H (0.78, 0.29, 4.23)
N (-6.48, -1.03, -1.36)
C (-5.20, -1.34, -1.49)
N (-4.78, -2.59, -1.34)
N (-4.37, -0.34, -1.79)
C (-3.15, -0.13, -1.92)
N (-2.03, 0.20, -2.06)
H (-7.18, -1.72, -1.13)
H (-6.77, -0.08, -1.49)
H (-5.42, -3.34, -1.16)
H (-3.83, -2.84, -1.55)
Cl (0.13, 3.26, -1.70)

Computed properties:
LUMO (alpha / beta)	-8.65 / -8.60	eV
HOMO level (alpha / beta)	-14.93 / -14.92	eV
total charge	+2

For the records above, the corresponding DFT total energy values read -59766.1907 -91240.9280 -96816.4425 -73312.8616 -41721.3645 -52952.3722 eV.